C20H23N3O3S | ωB97M-V with the def2-TZVPD basis set

Orbital gap = 7.396 eV

Last columns: bonded neighbours and bond lengths (Å).
CARTESIAN COORDINATES (ANGSTROEM)
1 C -4.76093 -1.41088 -1.38097  O2 1.338, H48 1.088, H49 0.923, H50 0.950
2 O -4.92456 -0.24100 -0.75367  C1 1.338, C3 1.408
3 C -4.17814 0.00605 0.41393  O2 1.408, C4 1.406, H46 0.991, H47 1.313
4 C -2.80525 0.22093 0.19719  C3 1.406, H5 1.258, H6 1.116, C7 1.348
5 H -2.35374 -0.72582 -0.49653  C4 1.258
6 H -2.42358 0.23018 1.24603  C4 1.116
7 C -2.79253 1.44584 -0.36581  C4 1.348, N8 1.629, H44 0.995, H45 1.317
8 N -1.34316 1.84470 -0.99442  C7 1.629, C9 1.345, H43 0.951
9 C -0.66209 2.87811 -0.46858  N8 1.345, O10 1.186, C11 1.503
10 O -1.04032 3.66677 0.33313  C9 1.186
11 C 0.79575 3.05990 -0.78804  C9 1.503, H12 1.232, H13 0.946, C14 1.589
12 H 0.98708 2.06113 -1.48277  C11 1.232
13 H 1.02865 3.54568 -1.56560  C11 0.946
14 C 1.79829 3.07399 0.44491  C11 1.589, H15 0.940, C16 1.690, H42 0.893
15 H 1.60898 3.94559 0.74122  C14 0.940
16 C 1.41771 1.90522 1.60458  C14 1.690, N17 1.611, H40 1.157, H41 1.222
17 N 1.52412 0.40988 1.01433  C16 1.611, C18 1.361, C32 1.436
18 C 0.48698 -0.31812 1.51113  N17 1.361, O19 1.092, C20 1.385
19 O -0.20580 0.20178 2.17672  C18 1.092
20 C 0.46464 -1.63041 1.06945  C18 1.385, C21 1.307, C25 1.719
21 C 0.22849 -2.68944 1.79795  C20 1.307, C22 1.246, H39 1.196
22 C -0.05293 -3.88993 1.61815  C21 1.246, C23 1.485, H38 1.197
23 C 0.03656 -4.11813 0.15391  C22 1.485, N24 1.187, H37 1.272
24 N 0.17573 -3.23610 -0.62780  C23 1.187, C25 1.378
25 C 0.46334 -1.88869 -0.63038  C20 1.719, N24 1.378, S26 1.535
26 S 0.84894 -0.83432 -1.67673  C25 1.535, C27 1.689
27 C 2.41325 -0.63463 -1.07136  S26 1.689, C28 1.384, C32 1.365
28 C 3.52539 -0.61846 -1.89500  C27 1.384, C29 1.301, H36 0.999
29 C 4.69182 -0.52580 -1.32730  C28 1.301, C30 1.369, H35 1.186
30 C 4.99675 0.07938 -0.13764  C29 1.369, C31 1.379, H34 0.984
31 C 3.89009 0.55678 0.53318  C30 1.379, C32 1.489, H33 1.118
32 C 2.54600 0.14643 0.04003  N17 1.436, C27 1.365, C31 1.489
33 H 4.06790 0.95651 1.56176  C31 1.118
34 H 5.93848 0.21203 0.11504  C30 0.984
35 H 5.58206 -0.80597 -2.05879  C29 1.186
36 H 3.35362 -1.05288 -2.77803  C28 0.999
37 H -0.11342 -5.21419 -0.47304  C23 1.272
38 H -0.09776 -4.76213 2.43660  C22 1.197
39 H 0.23875 -2.38153 2.95337  C21 1.196
40 H 0.37506 2.22999 1.98735  C16 1.157
41 H 2.29048 1.95511 2.45790  C16 1.222
42 H 2.67827 2.99540 0.31742  C14 0.893
43 H -0.95371 1.07132 -1.38811  N8 0.951
44 H -3.08491 2.26805 0.11263  C7 0.995
45 H -3.41183 1.60464 -1.51766  C7 1.317
46 H -4.66835 0.67036 0.96265  C3 0.991
47 H -4.33463 -1.10911 1.08977  C3 1.313
48 H -5.40922 -1.59686 -2.23443  C1 1.088
49 H -4.90138 -2.20400 -0.93111  C1 0.923
50 H -3.93493 -1.35335 -1.84657  C1 0.950


C3H8Si | ωB97M-V with the def2-TZVPD basis set

Orbital gap = 10.120 eV

Last columns: bonded neighbours and bond lengths (Å).
CARTESIAN COORDINATES (ANGSTROEM)
1 C 0.69544 0.92324 -0.50556  C2 1.667, Si4 1.904, H5 1.048, H6 1.141
2 C -0.24372 0.08563 0.58761  C1 1.667, C3 1.542, Si4 1.956, H7 1.027
3 C -1.53068 -0.37410 -0.12693  C2 1.542, H8 1.036, H9 1.044, H10 1.169
4 Si 1.52772 -0.64203 0.18860  C1 1.904, C2 1.956, H11 1.421, H12 1.537
5 H 0.08232 1.11578 -1.33399  C1 1.048
6 H 1.24525 1.87978 -0.21375  C1 1.141
7 H -0.43018 0.48692 1.51392  C2 1.027
8 H -1.30747 -0.69377 -1.08690  C3 1.036
9 H -2.24336 0.38607 -0.06428  C3 1.044
10 H -2.18422 -1.16039 0.44070  C3 1.169
11 H 1.80609 -1.77040 -0.62887  Si4 1.421
12 H 2.58281 -0.23674 1.22947  Si4 1.537


| no. | HOMO energy (eV) | lowest unoccupied orbital energy (eV) |
| --- | --- | --- |
| 1 | -8.17 | -0.77 |
| 2 | -8.99 | 1.13 |